1.
C37H62BrN12O2Ti | ωB97M-V/def2-TZVPD

Results
* spin multiplicity: 1
* strongest force on any atom: 1.25 eV/Å
* net charge: +3

Last column: Mulliken charge in e.
Atoms and positions in Å:
1 Ti 0.299 -0.087 0.379  -1.098
2 C 3.636 -0.209 2.033  -0.781
3 N 2.833 -0.339 3.249  1.008
4 C 3.618 -0.053 4.461  -1.205
5 C 1.588 -0.821 3.331  -1.094
6 N 0.718 -0.838 2.300  1.121
7 C -0.530 -1.608 2.474  0.333
8 C -1.697 -0.641 2.478  -1.517
9 N -1.678 0.183 1.214  0.544
10 C -1.815 1.636 1.504  -1.911
11 C -0.541 2.162 2.106  -0.504
12 N 0.647 1.819 1.270  1.099
13 C 1.714 2.637 1.499  -0.151
14 N 2.654 2.834 0.574  0.724
15 C 2.379 2.836 -0.861  -1.189
16 C 4.026 3.208 0.923  -1.336
17 N 1.833 3.340 2.654  0.420
18 C 1.562 2.793 3.979  -0.966
19 C 2.311 4.729 2.654  -1.209
20 C -2.759 -0.285 0.311  -1.346
21 C -2.402 -1.666 -0.143  -0.638
22 N -1.018 -1.628 -0.672  1.632
23 C -0.792 -2.650 -1.541  -0.960
24 N -1.189 -3.907 -1.279  0.385
25 C -1.109 -4.509 0.048  -0.985
26 C -1.746 -4.785 -2.318  -1.198
27 N -0.233 -2.408 -2.744  0.546
28 C -0.677 -1.280 -3.571  -1.356
29 C 0.529 -3.427 -3.469  -1.214
30 N 1.214 -1.278 4.564  0.671
31 C 1.979 -2.347 5.216  -1.130
32 C 0.046 -0.777 5.278  -1.020
33 H 4.248 0.687 2.128  0.404
34 H 3.030 -0.120 1.153  -0.457
35 H 4.302 -1.062 1.924  0.529
36 H 4.172 0.869 4.291  0.338
37 H 4.337 -0.848 4.664  0.402
38 H 2.973 0.079 5.323  0.404
39 H -0.531 -2.222 3.366  1.170
40 H -0.622 -2.289 1.636  -1.941
41 H -1.613 0.024 3.329  0.560
42 H -2.646 -1.166 2.568  0.468
43 H -2.648 1.809 2.187  0.324
44 H -2.035 2.154 0.576  0.560
45 H -0.436 1.762 3.111  0.112
46 H -0.637 3.241 2.201  0.839
47 H 1.317 2.710 -1.031  -0.032
48 H 2.935 2.043 -1.355  0.302
49 H 2.690 3.797 -1.275  0.584
50 H 4.227 3.000 1.970  0.500
51 H 4.218 4.264 0.725  0.351
52 H 4.704 2.618 0.305  0.336
53 H 0.672 3.235 4.431  0.285
54 H 2.410 3.020 4.625  0.457
55 H 1.454 1.717 3.925  0.044
56 H 2.331 5.122 1.641  0.382
57 H 3.301 4.822 3.102  0.408
58 H 1.613 5.329 3.238  0.398
59 H -2.820 0.388 -0.540  0.568
60 H -3.714 -0.264 0.835  0.348
61 H -3.106 -1.963 -0.920  0.607
62 H -2.528 -2.379 0.676  0.161
63 H -2.092 -4.614 0.511  0.308
64 H -0.454 -3.928 0.687  0.237
65 H -0.676 -5.504 -0.051  0.452
66 H -1.998 -4.212 -3.206  0.368
67 H -2.663 -5.227 -1.928  0.411
68 H -1.060 -5.590 -2.581  0.389
69 H -1.156 -0.525 -2.959  -0.041
70 H -1.377 -1.642 -4.327  0.326
71 H 0.175 -0.839 -4.085  0.705
72 H 0.884 -4.194 -2.785  0.408
73 H 1.393 -2.943 -3.928  0.328
74 H -0.052 -3.890 -4.266  0.414
75 H 2.826 -2.637 4.598  0.317
76 H 1.344 -3.226 5.347  0.387
77 H 2.339 -2.031 6.197  0.378
78 H -0.240 0.204 4.901  0.248
79 H 0.317 -0.656 6.327  0.436
80 H -0.817 -1.447 5.240  0.281
81 O 2.538 -3.323 0.777  -0.770
82 C 3.660 -3.035 0.038  0.362
83 C 4.785 -3.782 0.346  -0.583
84 C 5.967 -3.576 -0.343  -0.594
85 C 6.033 -2.617 -1.347  -1.000
86 C 4.909 -1.869 -1.648  -1.015
87 C 3.708 -2.054 -0.959  0.809
88 C 2.455 -1.343 -1.387  0.348
89 O 1.662 -0.896 -0.264  3.520
90 N 2.654 -0.124 -2.120  -0.249
91 N 1.462 0.528 -2.281  0.092
92 C 1.327 1.358 -3.229  -0.768
93 C 0.137 2.192 -3.346  0.355
94 Br -1.137 1.981 -1.925  -0.109
95 C -0.120 3.126 -4.262  -0.738
96 C 0.657 3.405 -5.481  0.428
97 C 0.752 4.734 -5.898  -0.666
98 C 1.489 5.064 -7.024  -0.628
99 C 2.112 4.066 -7.763  -0.440
100 C 1.985 2.736 -7.383  -0.748
101 C 1.261 2.405 -6.249  -0.057
102 H 1.856 -2.664 0.616  -0.719
103 H 4.709 -4.535 1.123  0.531
104 H 6.839 -4.171 -0.100  0.453
105 H 6.950 -2.458 -1.898  0.482
106 H 4.990 -1.142 -2.447  0.421
107 H 1.809 -2.033 -1.916  -0.833
108 H 3.282 -0.169 -2.911  0.437
109 H 2.111 1.521 -3.970  0.622
110 H -0.988 3.758 -4.096  0.469
111 H 0.244 5.511 -5.336  0.422
112 H 1.562 6.097 -7.337  0.416
113 H 2.673 4.322 -8.653  0.409
114 H 2.429 1.955 -7.989  0.418
115 H 1.105 1.361 -6.000  0.482

---

2.
C37H63N7O7P4V | ωB97M-V/def2-TZVPD

Results
* spin multiplicity: 4
* <S²>: 3.82
* strongest force on any atom: 8.44 eV/Å
* net charge: 0

Last column: Mulliken spin population.
Atoms and positions in Å:
1 V 1.127 0.062 -4.048  2.538
2 C -1.564 -7.469 0.428  0.000
3 C -0.412 -6.516 0.624  0.000
4 C 0.777 -6.730 -0.269  0.000
5 O -0.022 -6.691 2.019  0.000
6 P 0.403 -5.417 2.937  0.000
7 O 0.565 -4.120 2.293  0.000
8 C 1.743 -6.153 3.993  0.000
9 P 2.987 -4.821 4.706  0.000
10 O 3.888 -4.185 3.747  0.000
11 O 1.880 -3.775 5.120  0.000
12 C 2.240 -2.425 5.517  0.000
13 C 2.473 -2.362 6.988  0.000
14 C 1.097 -1.532 4.946  0.000
15 O 3.715 -5.584 5.826  0.000
16 C 5.676 -6.422 -1.812  0.000
17 C 4.955 -7.577 -1.969  0.000
18 C 5.436 -5.493 -0.649  0.000
19 O -0.779 -5.449 3.992  0.000
20 C -0.994 -5.216 5.415  0.000
21 C -1.275 -6.548 6.100  0.000
22 C -2.102 -4.257 5.762  0.000
23 H -1.500 -8.291 1.171  0.000
24 H -1.489 -7.863 -0.613  0.000
25 H -2.541 -6.985 0.514  0.000
26 H -0.589 -5.456 0.541  0.000
27 H 1.649 -6.267 0.145  0.000
28 H 0.468 -6.250 -1.195  0.000
29 H 0.941 -7.855 -0.255  0.000
30 H 2.437 -6.803 3.317  0.000
31 H 1.340 -6.919 4.743  0.000
32 H 3.200 -2.060 5.081  0.000
33 H 1.494 -2.143 7.488  0.000
34 H 2.925 -1.425 7.248  0.000
35 H 2.855 -3.225 7.542  0.000
36 H 0.160 -1.898 5.361  0.000
37 H 1.002 -1.627 3.881  0.000
38 H 1.359 -0.464 5.221  0.000
39 H 6.370 -5.958 -2.525  0.000
40 H 4.617 -7.982 -1.035  0.000
41 H 4.838 -8.027 -2.929  0.000
42 H 2.916 2.431 -3.679  0.014
43 H 5.556 -5.981 0.357  0.000
44 H 4.405 -5.133 -0.835  0.000
45 H 5.995 -4.519 -0.709  0.000
46 H -0.020 -4.911 5.849  0.000
47 H -0.596 -6.625 6.873  0.000
48 H -1.310 -7.394 5.448  0.000
49 H -2.278 -6.549 6.529  0.000
50 H -3.036 -4.631 5.376  0.000
51 H -2.046 -3.253 5.283  0.000
52 H -2.211 -3.944 6.856  0.000
53 N 3.218 0.487 -6.685  0.050
54 C 1.772 0.385 -6.754  0.281
55 N 0.996 0.285 -5.693  -0.030
56 C 1.648 1.626 -2.162  -0.039
57 N 2.333 1.526 -3.482  0.003
58 C 1.371 0.363 -1.784  -0.067
59 C 2.441 -0.532 -2.071  0.039
60 N 2.577 -1.762 -1.551  0.056
61 C 1.278 -2.340 -1.115  -0.024
62 C 0.466 -1.367 -0.500  0.026
63 N 0.388 -0.100 -0.958  0.014
64 H 3.486 1.174 -6.084  0.011
65 H 1.497 0.091 -7.842  0.004
66 H 3.505 -0.186 -2.325  0.013
67 H 0.927 -3.367 -1.124  -0.014
68 H -0.007 -1.432 0.419  0.002
69 C -2.455 2.311 -2.803  -0.011
70 P -2.193 2.615 -1.020  0.000
71 C -1.954 4.317 -1.309  0.000
72 N -2.962 5.062 -1.970  0.002
73 C -2.748 6.367 -1.867  0.000
74 C -3.667 7.428 -2.216  0.000
75 C -3.402 8.789 -1.953  -0.001
76 C -2.045 9.093 -1.819  0.001
77 C -1.028 8.167 -1.649  -0.001
78 C -1.394 6.852 -1.515  0.001
79 N -0.360 5.946 -1.019  0.000
80 C -0.715 4.660 -0.911  0.002
81 P 0.065 3.108 -0.276  0.007
82 C 1.365 2.871 -1.645  0.097
83 C 1.396 5.168 -4.828  -0.013
84 C 0.429 4.031 -4.921  0.036
85 C 2.800 4.797 -5.349  0.006
86 C 1.286 6.555 -4.344  0.000
87 C -5.552 6.651 0.363  0.000
88 C -6.257 6.143 -0.982  0.000
89 C -5.079 8.051 0.696  0.000
90 C -5.085 5.570 1.159  0.000
91 H -2.921 1.346 -2.869  0.003
92 H -1.680 2.501 -3.497  0.014
93 H -3.493 2.818 -2.800  0.000
94 H -4.390 7.002 -2.933  0.000
95 H -4.059 9.611 -1.808  0.000
96 H -1.686 10.114 -1.985  0.000
97 H 0.024 8.407 -1.448  0.000
98 H 3.548 0.673 -7.691  -0.005
99 H -5.483 -3.056 5.759  0.000
100 H 2.238 3.513 -1.373  -0.005
101 H -0.122 3.717 -4.034  -0.014
102 H 0.945 3.168 -5.358  0.005
103 H -0.330 4.385 -5.651  -0.002
104 H 2.976 5.200 -6.362  0.001
105 H 2.796 3.739 -5.301  -0.002
106 H 3.552 5.122 -4.653  0.000
107 H 1.481 6.612 -3.243  0.000
108 H 0.296 7.015 -4.494  0.000
109 H 2.110 7.136 -4.784  0.000
110 H -5.430 6.800 -1.496  0.000
111 H -7.234 6.640 -1.231  0.000
112 H -6.522 5.130 -1.175  0.000
113 H -4.879 7.819 1.877  0.000
114 H -5.798 8.609 0.125  0.000
115 H -3.899 8.088 0.548  0.000
116 H -4.195 5.646 1.981  0.000
117 H -4.902 -2.485 4.585  0.000
118 H -5.236 4.492 0.949  0.000
119 O -4.774 -2.481 5.538  0.000

---

HOMO-LUMO gap (computed, eV): 6.02; 1.49
Calculated total energy (computed, Ha): -5677.27638; -4666.39435